(1)
Entry from the Open Molecules 2025 dataset: a structure of composition C23H57CdF8N11O13P2S4 at a distorted geometry (ωB97M-V/def2-TZVPD).

Last column: Mulliken charge in e.
Element x y z (Å)
Cd1 0.327 -2.046 0.805  4.17
C1 1.352 -2.263 4.931  0.58
F1 1.434 -3.562 4.413  -0.25
F2 1.104 -2.357 6.177  -0.17
F3 2.490 -1.693 4.664  -0.19
S1 -0.165 -1.399 4.008  0.49
O1 -1.055 -2.486 3.647  -0.52
O2 -0.765 -0.381 4.906  -0.47
N1 0.655 -0.898 2.460  -0.02
S2 0.859 0.645 2.809  0.92
O3 -0.249 1.541 2.410  -0.60
O4 1.428 0.948 4.156  -0.63
C2 2.270 1.014 1.527  0.26
F4 1.927 0.700 0.238  -0.16
F5 2.685 2.288 1.609  -0.21
F6 3.336 0.318 1.959  -0.28
N2 0.266 -1.484 -1.072  -0.07
S3 0.630 -2.023 -2.473  0.50
O5 1.911 -1.629 -3.038  -0.40
O6 -0.420 -2.529 -3.362  -0.62
F7 0.962 -3.415 -1.785  -0.28
S4 -0.168 -0.026 -1.849  0.39
O7 -1.388 -0.008 -2.631  -0.53
O8 0.936 0.816 -2.291  -0.55
F8 -0.675 0.737 -0.503  -0.24
C3 6.634 -1.465 -2.939  0.14
O9 7.047 -1.905 -4.035  -0.62
N3 5.517 -0.632 -2.821  0.16
C4 4.969 -0.282 -1.527  -0.63
C5 4.719 -0.187 -3.987  -0.84
H1 7.110 -1.693 -1.973  0.34
H2 5.170 0.772 -1.335  0.36
H3 5.426 -0.873 -0.733  0.20
H4 3.914 -0.545 -1.455  -0.01
H5 4.649 0.876 -3.755  0.36
H6 5.177 -0.172 -4.976  0.31
H7 3.753 -0.680 -4.094  0.25
C6 0.187 -5.175 0.717  -0.32
O10 -0.102 -4.042 1.161  -0.33
N4 -0.441 -5.746 -0.420  0.52
C7 -0.048 -7.091 -0.799  -1.05
C8 -1.440 -5.106 -1.155  -0.94
H8 1.058 -5.718 1.114  0.30
H9 0.691 -7.507 -0.114  0.33
H10 0.341 -7.178 -1.813  0.36
H11 -0.808 -7.868 -0.718  0.35
H12 -1.243 -4.991 -2.221  0.43
H13 -2.346 -5.713 -1.165  0.55
H14 -1.784 -4.135 -0.798  -0.29
C9 3.480 -2.993 1.306  -0.07
O11 2.362 -2.690 0.884  -2.13
N5 4.280 -3.899 0.758  0.31
C10 5.605 -4.153 1.391  -0.99
C11 3.881 -4.573 -0.519  -0.61
H15 3.945 -2.617 2.231  0.30
H16 5.952 -5.141 1.087  0.34
H17 5.503 -4.122 2.475  0.39
H18 6.506 -3.595 1.137  0.32
H19 3.906 -5.645 -0.327  0.36
H20 2.886 -4.363 -0.913  -0.05
H21 4.486 -4.317 -1.389  0.31
O12 -0.349 6.563 1.566  -0.87
P1 -0.161 6.512 0.081  0.60
N6 -1.602 6.875 -0.795  0.26
C12 -1.548 7.193 -2.259  -1.02
C13 -2.931 6.401 -0.395  -1.06
N7 0.222 4.952 -0.566  0.53
C14 -0.403 3.796 0.059  -0.78
C15 0.461 4.811 -2.004  -1.04
N8 0.954 7.608 -0.582  0.21
C16 0.577 9.005 -0.323  -1.16
C17 2.439 7.361 -0.469  -1.00
H22 -2.401 7.786 -2.590  0.35
H23 -1.567 6.282 -2.856  0.26
H24 -0.630 7.729 -2.499  0.32
H25 -3.130 5.458 -0.905  0.32
H26 -3.702 7.136 -0.628  0.35
H27 -2.949 6.376 0.695  0.30
H28 0.199 2.889 0.016  -0.14
H29 -0.449 4.144 1.091  0.44
H30 -1.457 3.761 -0.215  0.17
H31 0.965 5.679 -2.431  0.37
H32 1.137 3.971 -2.162  0.28
H33 -0.433 4.616 -2.596  0.21
H34 0.518 9.066 0.764  0.37
H35 1.403 9.648 -0.627  0.41
H36 -0.318 9.316 -0.862  0.27
H37 2.695 6.316 -0.642  0.28
H38 2.643 7.478 0.595  0.40
H39 3.007 8.084 -1.054  0.34
O13 -1.885 -1.759 0.898  1.40
P2 -3.357 -1.492 0.801  -1.47
N9 -4.073 -1.550 -0.693  0.59
C18 -5.413 -1.035 -1.074  -1.08
C19 -3.480 -2.407 -1.733  -0.47
N10 -3.887 -0.024 1.640  0.54
C20 -3.870 0.175 3.083  -1.23
C21 -3.848 1.257 0.917  -1.39
N11 -4.269 -2.694 1.569  0.52
C22 -5.707 -2.512 1.900  -1.08
C23 -3.855 -4.103 1.524  -0.91
H40 -5.498 -0.722 -2.115  0.31
H41 -5.720 -0.223 -0.415  0.30
H42 -6.131 -1.847 -0.953  0.38
H43 -3.758 -3.434 -1.493  0.28
H44 -2.390 -2.431 -1.730  -0.41
H45 -3.891 -2.194 -2.720  0.41
H46 -4.824 0.673 3.261  0.45
H47 -3.908 -0.785 3.598  0.34
H48 -3.023 0.734 3.481  0.22
H49 -3.198 1.943 1.460  0.45
H50 -3.401 1.082 -0.061  0.35
H51 -4.861 1.659 0.928  0.33
H52 -5.935 -1.503 2.243  0.32
H53 -6.374 -2.577 1.040  0.22
H54 -5.949 -3.228 2.685  0.38
H55 -2.771 -4.181 1.441  -0.07
H56 -4.334 -4.643 0.707  0.35
H57 -4.203 -4.636 2.409  0.44

Frontier orbital gap: 6.50 eV
Net charge: 0

---

(2)
Entry from the Open Molecules 2025 dataset: a cluster of 10 separate species, C23H58IN19O11P in total at a distorted geometry (ωB97M-V/def2-TZVPD).

Last column: Mulliken charge in e.
Element x y z (Å)
C1 -0.352 2.789 3.953  -1.04
C2 -0.868 2.331 2.577  0.17
I1 -1.487 4.084 1.464  0.09
C3 0.223 1.583 1.774  -0.92
C4 -0.208 0.298 1.140  -0.45
N1 -1.519 0.013 1.032  0.89
C5 -2.042 -1.094 0.466  -0.09
P1 -3.881 -1.156 0.466  0.43
C6 -4.099 -0.645 2.228  -1.24
C7 -4.243 -2.951 0.490  -1.24
C8 -1.151 -2.023 -0.058  -1.01
C9 0.210 -1.780 0.028  -0.90
C10 0.712 -0.625 0.630  2.21
C11 2.204 -0.340 0.732  0.19
C12 3.123 -1.500 0.360  -1.38
C13 3.066 -2.668 1.345  -0.46
C14 3.158 -2.286 2.790  0.26
O1 2.567 -2.876 3.644  -0.59
O2 3.964 -1.254 3.086  -0.32
H1 -0.702 2.087 4.707  0.20
H2 -0.711 3.781 4.193  0.40
H3 0.732 2.836 3.970  0.40
H4 -1.763 1.746 2.748  -0.10
H5 0.561 2.230 0.967  0.48
H6 1.073 1.430 2.428  0.12
H7 -2.168 0.699 1.395  -0.05
H8 -5.087 -0.880 2.600  0.58
H9 -3.874 0.413 2.315  0.21
H10 -3.347 -1.165 2.806  0.26
H11 -3.949 -3.341 1.463  0.37
H12 -3.664 -3.456 -0.271  0.34
H13 -5.303 -3.112 0.350  0.42
H14 -1.518 -2.918 -0.520  0.43
H15 0.870 -2.521 -0.389  0.51
H16 2.392 0.519 0.087  -1.03
H17 2.420 -0.035 1.750  0.57
H18 2.819 -1.866 -0.618  0.53
H19 4.138 -1.132 0.253  0.46
H20 3.884 -3.351 1.122  0.55
H21 2.166 -3.261 1.255  0.18
H22 3.773 -1.049 4.014  0.30
C15 -2.862 -0.983 -3.080  0.57
O3 -2.930 -1.823 -2.185  -0.63
N2 -1.804 -0.137 -3.118  0.12
N3 -3.822 -0.836 -4.033  -0.50
H23 -1.661 0.594 -3.788  0.12
H24 -1.122 -0.251 -2.394  -0.10
H25 -4.605 -1.464 -4.004  0.25
H26 -3.779 -0.145 -4.761  0.18
C16 -6.549 2.086 -3.141  0.59
O4 -6.598 2.284 -4.342  -0.65
N4 -5.801 1.072 -2.607  -0.12
N5 -7.231 2.858 -2.240  -0.38
H27 -5.730 0.879 -1.625  0.12
H28 -5.297 0.495 -3.259  0.14
H29 -7.786 3.607 -2.607  0.22
H30 -7.204 2.710 -1.250  0.16
C17 0.939 2.335 -2.234  0.38
O5 0.191 1.537 -2.804  -0.66
N6 2.069 1.941 -1.596  -0.19
N7 0.682 3.667 -2.191  -0.33
H31 2.688 2.583 -1.122  0.21
H32 2.294 0.964 -1.610  0.25
H33 -0.147 3.996 -2.648  0.22
H34 1.285 4.324 -1.728  0.16
C18 6.931 0.297 0.682  0.76
O6 6.352 0.989 -0.145  -0.75
N8 6.302 -0.178 1.799  -0.24
N9 8.240 -0.051 0.554  -0.41
H35 6.752 -0.743 2.493  0.15
H36 5.341 0.076 1.926  0.13
H37 8.726 0.280 -0.259  0.25
H38 8.733 -0.616 1.219  0.16
C19 1.941 -1.636 -5.529  0.58
O7 2.732 -2.253 -6.227  -0.78
N10 1.224 -2.243 -4.536  -0.29
N11 1.718 -0.300 -5.671  -0.31
H39 0.564 -1.756 -3.958  0.20
H40 1.380 -3.223 -4.390  0.19
H41 2.229 0.180 -6.388  0.20
H42 1.082 0.218 -5.091  0.17
C20 -1.819 -0.818 5.418  0.70
O8 -2.585 -0.211 4.674  -0.63
N12 -2.189 -1.269 6.637  -0.36
N13 -0.525 -1.094 5.049  -0.26
H43 -1.569 -1.770 7.245  0.14
H44 -3.137 -1.094 6.944  0.28
H45 -0.225 -0.785 4.146  0.06
H46 0.120 -1.599 5.628  0.16
C21 5.252 4.583 -0.867  0.61
O9 4.200 4.114 -0.443  -0.71
N14 6.415 3.888 -0.817  -0.28
N15 5.319 5.830 -1.419  -0.40
H47 7.282 4.245 -1.168  0.16
H48 6.391 2.968 -0.396  0.24
H49 4.471 6.362 -1.465  0.22
H50 6.166 6.234 -1.772  0.16
C22 -5.533 -0.255 8.609  0.64
O10 -4.884 -0.954 7.842  -0.73
N16 -5.964 -0.711 9.817  -0.40
N17 -5.872 1.030 8.306  -0.37
H51 -6.499 -0.159 10.460  0.17
H52 -5.731 -1.655 10.062  0.22
H53 -5.567 1.388 7.420  0.22
H54 -6.404 1.622 8.915  0.17
C23 1.916 -3.982 -9.823  0.54
O11 1.913 -4.859 -10.669  -0.65
N18 2.549 -4.105 -8.622  -0.29
N19 1.274 -2.783 -10.013  -0.33
H55 2.554 -3.385 -7.918  0.27
H56 3.030 -4.966 -8.448  0.18
H57 0.797 -2.651 -10.884  0.20
H58 1.267 -2.049 -9.331  0.16

Frontier orbital gap: 7.36 eV
Net charge: +1

---

(3)
Entry from the Open Molecules 2025 dataset: a cluster of 9 separate species, C23H62ClO26S8 in total at a distorted geometry (ωB97M-V/def2-TZVPD).

Last column: Mulliken charge in e.
Element x y z (Å)
Cl1 -1.010 0.090 0.050  1.24
O1 0.199 -0.286 0.762  -0.25
O2 -0.941 -0.383 -1.315  -0.45
O3 -2.125 -0.596 0.689  -0.63
O4 -1.129 1.530 0.054  -0.71
O5 4.252 0.393 -2.530  -0.63
S1 3.369 1.510 -2.743  1.21
O6 3.823 2.851 -2.482  -0.64
O7 2.856 1.490 -4.265  -0.35
C1 2.665 0.125 -4.799  0.58
C2 2.072 0.264 -6.146  -1.63
C3 1.893 1.135 -1.759  -0.31
H1 2.094 -0.518 -4.130  -0.08
H2 3.686 -0.246 -4.863  0.22
H3 2.755 0.799 -6.809  0.42
H4 1.121 0.802 -6.169  0.32
H5 1.899 -0.716 -6.596  0.43
H6 2.261 1.198 -0.738  -0.48
H7 1.623 0.089 -1.898  0.10
H8 1.045 1.780 -1.968  0.60
O8 -0.890 -2.757 -7.363  -0.56
S2 -2.291 -2.431 -7.261  1.13
O9 -3.364 -3.377 -7.530  -0.61
O10 -2.629 -1.877 -5.765  -0.34
C4 -1.537 -1.501 -4.948  -0.51
C5 -1.292 -2.427 -3.777  -0.62
C6 -2.602 -0.875 -8.174  -0.86
H9 -1.705 -0.453 -4.640  0.41
H10 -0.613 -1.230 -5.464  0.26
H11 -1.204 -3.409 -4.266  0.32
H12 -2.076 -2.542 -3.033  0.32
H13 -0.336 -2.300 -3.271  0.08
H14 -1.840 -0.170 -7.816  0.26
H15 -3.601 -0.510 -7.987  0.32
H16 -2.173 -0.954 -9.175  0.38
O11 -0.214 6.127 1.003  -0.66
S3 0.696 5.563 0.012  1.32
O12 0.289 5.501 -1.373  -0.64
O13 2.106 6.394 0.085  -0.39
C7 3.267 5.876 -0.564  0.25
C8 3.387 6.366 -2.011  -1.25
C9 1.223 3.972 0.687  -0.28
H17 3.262 4.788 -0.576  0.02
H18 4.097 6.352 -0.041  0.26
H19 2.593 5.921 -2.614  0.27
H20 4.341 6.111 -2.469  0.37
H21 3.263 7.448 -2.087  0.37
H22 0.352 3.470 1.095  0.11
H23 1.932 4.225 1.469  0.48
H24 1.640 3.497 -0.197  -0.27
O14 -0.451 3.569 6.690  -0.67
S4 -0.395 3.441 5.259  1.13
O15 0.918 3.388 4.669  -0.53
O16 -1.273 2.168 4.890  -0.23
C10 -0.968 1.395 3.723  1.64
C11 -0.842 -0.108 3.942  -0.79
C12 -1.349 4.757 4.484  -0.68
H25 -0.032 1.750 3.287  -1.24
H26 -1.702 1.630 2.950  0.19
H27 -0.053 -0.555 3.344  0.00
H28 -1.808 -0.544 3.684  0.09
H29 -0.668 -0.387 4.984  0.49
H30 -1.153 4.732 3.410  0.14
H31 -1.065 5.710 4.917  0.38
H32 -2.412 4.538 4.576  0.26
O17 4.623 -3.461 -1.930  -0.71
S5 3.228 -3.173 -1.663  1.07
O18 2.432 -2.544 -2.684  -0.37
O19 2.545 -4.555 -1.140  -0.40
C13 1.278 -4.925 -1.740  0.22
C14 1.385 -5.472 -3.149  -1.37
C15 3.115 -2.261 -0.107  -0.44
H33 0.640 -4.049 -1.653  0.06
H34 0.987 -5.768 -1.114  0.32
H35 0.391 -5.690 -3.556  0.39
H36 1.902 -6.427 -3.219  0.33
H37 1.738 -4.698 -3.832  0.32
H38 3.552 -1.309 -0.406  0.26
H39 3.696 -2.874 0.574  0.51
H40 2.067 -2.212 0.176  -0.19
O20 -4.912 -1.100 4.549  -0.61
S6 -5.487 0.136 4.086  1.07
O21 -6.822 0.558 4.396  -0.58
O22 -4.518 1.338 4.548  -0.23
C16 -4.025 1.363 5.904  0.00
C17 -5.054 1.405 7.037  -1.27
C18 -5.163 0.222 2.311  -0.57
H41 -3.310 2.174 5.940  0.17
H42 -3.441 0.451 6.038  0.28
H43 -4.556 1.338 7.998  0.37
H44 -5.849 0.695 6.795  0.34
H45 -5.670 2.312 7.032  0.34
H46 -4.105 -0.028 2.239  -0.07
H47 -5.257 1.253 1.981  0.32
H48 -5.847 -0.502 1.884  0.43
O23 -0.087 -5.777 2.679  -0.72
S7 0.054 -4.450 2.144  1.19
O24 1.321 -3.779 2.092  -0.49
O25 -0.669 -4.425 0.677  -0.18
C19 -1.877 -5.166 0.498  -0.39
C20 -2.551 -4.447 -0.672  -0.66
C21 -1.157 -3.345 2.972  -0.55
H49 -2.543 -5.164 1.363  0.39
H50 -1.666 -6.205 0.244  0.25
H51 -1.769 -4.273 -1.414  -0.09
H52 -2.805 -3.431 -0.358  0.19
H53 -3.427 -4.929 -1.098  0.48
H54 -1.173 -2.442 2.355  -0.21
H55 -0.644 -3.069 3.891  0.51
H56 -2.180 -3.697 3.002  0.34
C22 2.534 1.097 2.728  -0.66
S8 3.819 1.343 1.487  0.77
O26 4.108 2.795 1.258  -0.65
C23 5.119 0.655 2.531  -1.20
H57 2.346 0.032 2.857  0.42
H58 1.649 1.538 2.260  -0.65
H59 2.605 1.630 3.679  0.72
H60 6.107 0.922 2.158  0.39
H61 5.045 -0.399 2.788  0.34
H62 5.036 1.198 3.479  0.39

Frontier orbital gap: 9.24 eV
Net charge: -1

---

(4)
Entry from the Open Molecules 2025 dataset: a cluster of 8 separate species, C23H62F3NO28P6 in total at a distorted geometry (ωB97M-V/def2-TZVPD).

Last column: Mulliken charge in e.
Element x y z (Å)
C1 5.184 2.658 -1.860  -1.15
C2 5.106 1.652 -2.999  -0.19
O1 4.855 0.417 -2.436  -0.24
C3 4.256 -0.609 -3.114  0.36
O2 3.872 -0.414 -4.299  -0.56
C4 4.121 -1.945 -2.381  0.89
F1 3.033 -1.925 -1.609  -0.23
F2 4.065 -2.927 -3.301  -0.23
F3 5.169 -2.182 -1.617  -0.23
H1 4.289 2.822 -1.261  0.32
H2 5.421 3.571 -2.406  0.37
H3 6.074 2.437 -1.271  0.31
H4 6.045 1.722 -3.548  0.27
H5 4.225 1.893 -3.594  0.31
C5 9.103 8.193 1.917  -0.63
O3 7.881 7.622 2.357  -0.27
P1 7.575 7.364 3.916  1.02
O4 7.514 8.710 4.618  -0.69
O5 6.208 6.403 4.028  -0.30
C6 4.935 6.888 3.722  -0.68
O6 8.821 6.470 4.338  -0.27
C7 9.246 6.542 5.721  -0.71
H6 8.980 9.266 1.770  0.27
H7 9.502 7.697 1.033  0.27
H8 9.938 8.072 2.608  0.27
H9 4.306 6.766 4.604  0.27
H10 4.477 6.314 2.916  0.27
H11 4.874 7.941 3.448  0.32
H12 10.333 6.617 5.744  0.25
H13 8.940 5.670 6.299  0.28
H14 8.789 7.332 6.317  0.33
C8 -8.191 3.221 -5.200  -0.72
O7 -9.025 4.323 -5.349  -0.28
P2 -10.639 4.055 -5.725  1.06
O8 -10.947 2.987 -6.725  -0.67
O9 -11.318 3.870 -4.219  -0.36
C9 -12.767 4.004 -4.026  -0.59
O10 -11.063 5.537 -6.147  -0.30
C10 -11.529 5.921 -7.504  -0.63
H15 -8.492 2.333 -5.757  0.33
H16 -8.223 2.880 -4.165  0.28
H17 -7.159 3.417 -5.493  0.25
H18 -13.197 3.049 -3.725  0.28
H19 -13.219 4.222 -4.994  0.25
H20 -12.957 4.869 -3.391  0.26
H21 -11.042 6.822 -7.875  0.26
H22 -12.619 5.941 -7.477  0.26
H23 -11.303 5.119 -8.207  0.32
C11 7.071 -1.044 5.573  -0.63
O11 6.530 -2.332 5.208  -0.24
P3 7.342 -3.759 5.350  0.93
O12 8.475 -3.679 6.297  -0.69
O13 6.104 -4.779 5.723  -0.34
C12 4.973 -5.165 4.834  -0.59
O14 7.775 -4.127 3.879  -0.26
C13 7.958 -5.446 3.420  -0.70
H24 6.422 -0.187 5.389  0.24
H25 8.013 -0.890 5.048  0.28
H26 7.379 -1.092 6.618  0.30
H27 4.049 -5.211 5.410  0.27
H28 5.170 -6.093 4.298  0.25
H29 4.786 -4.316 4.176  0.30
H30 8.962 -5.528 3.004  0.27
H31 7.175 -5.651 2.690  0.27
H32 7.793 -6.211 4.178  0.34
C14 -0.165 -0.235 8.996  -0.76
O15 -1.240 -0.239 8.090  -0.24
P4 -2.784 0.047 8.585  0.94
O16 -3.230 -0.790 9.722  -0.68
O17 -3.631 -0.318 7.177  -0.20
C15 -4.116 -1.595 6.928  -0.67
O18 -2.827 1.653 8.656  -0.34
C16 -2.106 2.470 7.752  -0.63
H33 0.447 0.665 9.060  0.28
H34 0.461 -1.106 8.804  0.25
H35 -0.557 -0.317 10.010  0.36
H36 -3.283 -2.297 6.958  0.29
H37 -4.687 -1.696 6.004  0.25
H38 -4.870 -1.926 7.643  0.30
H39 -2.847 3.110 7.272  0.27
H40 -1.654 1.877 6.957  0.34
H41 -1.444 3.137 8.303  0.25
C17 -2.799 -9.181 -4.318  -0.70
O19 -1.885 -9.019 -5.412  -0.27
P5 -2.302 -9.082 -6.990  1.03
O20 -2.773 -10.381 -7.475  -0.69
O21 -3.270 -7.806 -7.246  -0.31
C18 -3.412 -7.298 -8.581  -0.71
O22 -0.910 -8.629 -7.677  -0.34
C19 -0.237 -7.458 -7.207  -0.63
H42 -2.658 -8.491 -3.486  0.27
H43 -2.674 -10.217 -4.004  0.30
H44 -3.849 -9.216 -4.611  0.31
H45 -2.784 -7.766 -9.339  0.33
H46 -3.056 -6.268 -8.548  0.27
H47 -4.441 -7.134 -8.901  0.31
H48 0.796 -7.751 -7.021  0.26
H49 -0.639 -7.113 -6.254  0.32
H50 -0.276 -6.664 -7.953  0.27
C20 -4.338 0.980 1.703  -0.64
O23 -2.956 1.009 1.449  -0.27
P6 -2.344 -0.129 0.522  0.96
O24 -2.656 -0.133 -0.929  -0.71
O25 -0.763 0.041 0.760  -0.25
C21 -0.251 0.310 2.026  -0.65
O26 -2.717 -1.498 1.338  -0.20
C22 -2.749 -2.780 0.681  -0.70
H51 -4.829 0.119 1.251  0.31
H52 -4.767 1.932 1.390  0.26
H53 -4.567 0.800 2.753  0.24
H54 -0.963 0.191 2.843  0.28
H55 0.245 1.261 2.219  0.27
H56 0.484 -0.472 2.216  0.29
H57 -2.157 -2.797 -0.235  0.32
H58 -3.801 -3.056 0.609  0.24
H59 -2.188 -3.491 1.288  0.25
C23 -1.364 0.678 -7.885  -0.66
N1 -2.281 1.272 -8.878  0.81
O27 -2.265 2.505 -9.110  -0.50
O28 -3.020 0.547 -9.551  -0.50
H60 -1.853 0.703 -6.911  0.27
H61 -0.449 1.267 -7.954  0.28
H62 -1.169 -0.324 -8.266  0.29

Frontier orbital gap: 10.47 eV
SMILES string: CCOC(=O)C(F)(F)F.COP(=O)(OC)OC.COP(=O)(OC)OC.COP(=O)(OC)OC.COP(=O)(OC)OC.COP(=O)(OC)OC.COP(=O)(OC)OC.C[N+](=O)[O-]
Net charge: 0

---

| no. | LUMO level (eV) |
| --- | --- |
| 1 | -1.14 |
| 2 | -3.02 |
| 3 | 1.97 |
| 4 | -0.03 |